Computed, not measured: 2 unconnected molecules or ions with the total composition C3H5NS2, with ωB97M-V/def2-TZVPD.

Cartesian coordinates (Å):
C 0.02655 -0.81614 0.03523
C -0.63256 1.60481 0.15207
C 1.44660 -0.86089 -0.07221
N -1.05809 -1.25167 -0.03701
S -2.27136 1.50236 0.03597
S -2.62556 -1.30619 -0.16061
H -0.05454 1.48289 0.96922
H -0.25613 2.05881 -0.71614
H 1.68165 -0.79226 -1.02902
H 1.93572 -1.67577 0.41999
H 1.80772 0.05405 0.40251

As for the HOMO energy: -8.0495 eV. Its total charge is 0. Its SMILES is CC#[N+][S-].C=S. The calculated total energy comes out at -968.317108 hartree. Its LUMO energy is 0.00007 Eh. The molecular weight comes out at 119.214 g/mol. The strongest force on any atom comes out at 4.67 eV/Å.


Computed, not measured: 2 unconnected molecules or ions with the total composition C6H13NO, with ωB97M-V/def2-TZVPD.

Cartesian coordinates (Å):
C -0.40539 -1.84561 -0.79370
C -1.95211 1.00294 1.44325
C -0.52539 -0.95934 0.40882
C -1.59635 0.27215 0.18676
N -2.11699 0.41394 -0.95158
O -0.36987 -1.35243 1.54531
H -2.72734 1.22714 -1.04696
H -0.53179 -2.88466 -0.49691
H -1.12139 -1.64531 -1.58372
H 0.58380 -1.71795 -1.23008
H -1.06858 1.52386 1.81506
H -2.71596 1.75835 1.26122
H -2.24791 0.28530 2.20695
C 2.76263 0.06083 -0.42783
C 1.49264 0.87523 -0.28608
H 3.48067 0.61071 -1.03679
H 3.21657 -0.13711 0.54169
H 1.69849 1.82710 0.20462
H 0.98104 1.02037 -1.23598
H 0.56919 0.55554 0.40454
H 2.59404 -0.89107 -0.92858

As for the HOMO energy: -9.2266 eV. Its total charge is 0. Its SMILES is [H]/N=C(\C)C(C)=O.CC. The calculated total energy comes out at -366.349748 hartree. Its LUMO energy is 0.02058 Eh. The molecular weight comes out at 115.176 g/mol. The strongest force on any atom comes out at 4.31 eV/Å.


Computed, not measured: a molecular structure, C22H25HgN2PS2, with ωB97M-V/def2-TZVPD.

Cartesian coordinates (Å):
Hg 0.46160 -0.22130 0.00190
C 4.96120 0.40560 2.49200
C 3.78790 -0.46210 2.10710
S 3.76540 -0.94450 0.47800
C 2.84590 -0.81390 3.05400
C 2.94160 -0.29440 4.46630
S 1.48390 -1.79270 2.76670
H 5.54620 0.62090 1.60000
H 5.60530 -0.10300 3.21390
H 4.62670 1.34790 2.93220
H 3.96940 -0.16290 4.80060
H 2.43720 -0.99170 5.13230
H 2.42580 0.66670 4.53660
C -7.30520 0.68710 -0.65360
C -6.45440 0.34170 -1.69420
C -5.12160 0.09510 -1.43610
C -4.60940 0.16500 -0.13740
C -5.47090 0.52880 0.89410
C -6.80900 0.77780 0.63700
P -2.76560 0.01130 -0.00790
C -2.70180 -1.67900 -0.73620
C -3.40420 -2.78000 -0.26100
C -3.28200 -4.00810 -0.88970
C -2.51160 -4.13820 -2.03130
C -1.87250 -3.02780 -2.55940
C -1.96030 -1.81070 -1.90870
C -2.58100 -0.08860 1.82320
C -2.19370 1.12820 2.38740
C -2.09050 1.28270 3.75490
C -2.36610 0.21230 4.58990
C -2.70820 -1.01120 4.04330
C -2.81460 -1.16580 2.67020
H -8.34880 0.88730 -0.85190
H -6.83320 0.27240 -2.70710
H -4.45520 -0.16450 -2.25000
H -5.09720 0.60940 1.90670
H -7.47150 1.04660 1.45090
H -4.05650 -2.68400 0.59410
H -3.79850 -4.86720 -0.48470
H -2.42050 -5.09910 -2.51780
H -1.30210 -3.11330 -3.47490
H -1.45560 -0.94130 -2.31640
H -1.97720 1.95890 1.73040
H -1.80110 2.23360 4.18130
H -2.29890 0.32780 5.66250
H -2.90220 -1.85170 4.69730
H -3.05230 -2.14240 2.27770
N -0.91620 3.92600 -1.11770
N 0.07540 2.94310 -0.76230
H -1.26460 4.40290 -0.28950
H -1.69980 3.41600 -1.52210
H 0.13460 2.81140 0.24490
H 0.98130 3.27280 -1.08400

As for the HOMO energy (alpha / beta): -2.8481 / -3.5603 eV. Its total charge is -1. The expectation value of S² is 0.76. The calculated total energy comes out at -2253.981849 hartree. Its LUMO energy (alpha / beta) is 0.09609 / 0.09605 Eh. The molecular weight comes out at 613.154 g/mol. Its spin multiplicity is 2. The strongest force on any atom comes out at 1.31 eV/Å.


Computed, not measured: a molecular structure, C4H10NaO3, with ωB97M-V/def2-TZVPD.

Cartesian coordinates (Å):
C 1.72421 1.74325 -0.30980
O 2.78145 0.73248 -0.24552
C 2.51370 -0.39933 0.53694
C 1.62709 -1.46729 -0.11859
O 0.30133 -1.12854 -0.25175
H 1.48972 1.85829 -1.39551
H 2.21686 2.70374 -0.04356
H 2.04286 -0.09253 1.49592
H 3.49109 -0.86017 0.77524
H 1.76773 -2.38696 0.50525
H 2.10893 -1.71060 -1.09987
Na -0.42221 0.77571 0.07449
O -2.85900 0.83512 0.17284
H -3.36000 1.63877 0.01855
C -3.69471 -0.32093 -0.01430
H -4.69133 -0.12737 0.41092
H -3.73920 -0.62651 -1.07068
H -3.29852 -1.16714 0.55945

As for the HOMO energy: -1.7769 eV. Its total charge is -1. The calculated total energy comes out at -546.345800 hartree. Its LUMO energy is 0.07761 Eh. The molecular weight comes out at 129.111 g/mol. The strongest force on any atom comes out at 0.72 eV/Å.


> The lowest calculated total energy belongs to which entry?

C22H25HgN2PS2